(1)
{
  "formula": "C11H11O2",
  "method": "ωB97M-V/def2-TZVPD",
  "homo_energy_ev": [-12.761, -12.762],
  "total_energy_ha": -575.848492,
  "charge": 1,
  "homo_lumo_gap_ev": [7.015, 7.017],
  "multiplicity": 1,
  "elements": ["O", "O", "C", "C", "C", "C", "C", "C", "C", "C", "C", "C", "C", "H", "H", "H", "H", "H", "H", "H", "H", "H", "H", "H"],
  "coordinates": [[3.107, 1.574, -0.268], [4.073, -0.562, 0.078], [0.003, -0.454, -0.207], [2.168, 0.652, -0.304], [0.802, 0.712, -0.252], [4.566, 0.752, -0.061], [2.018, -1.861, 0.109], [-2.330, 0.743, -0.094], [-4.848, 0.421, 0.035], [2.758, -0.671, -0.069], [-1.427, -0.373, -0.113], [0.646, -1.740, -0.004], [-3.633, 0.330, 0.592], [5.061, 1.097, 0.794], [-2.012, 1.610, 0.552], [-1.790, -1.369, 0.045], [-5.163, 0.733, -0.953], [0.022, -2.622, -0.125], [-5.758, 0.111, 0.498], [0.370, 1.750, -0.336], [-2.618, 1.222, -0.999], [2.405, -2.858, 0.189], [-3.681, 0.111, 1.771], [5.261, 0.693, -0.877]],
  "atomic_forces_ev_per_a": [[3.370, -0.110, -0.145], [-0.395, -0.657, 0.302], [-1.935, 0.054, 0.902], [0.131, -3.075, 1.201], [0.632, 2.906, -0.982], [-3.692, -0.456, -1.251], [-0.795, 0.729, -0.708], [-1.724, 1.282, 2.890], [0.321, -0.287, -0.309], [-0.273, 0.676, 0.455], [4.293, -1.361, -0.472], [-0.237, 0.721, -0.981], [-1.834, 0.078, 1.993], [0.017, 0.733, 1.549], [0.602, -0.777, -0.686], [-0.905, -0.299, -0.066], [1.037, 0.167, -0.481], [0.137, 0.035, 0.499], [-0.176, -0.154, 1.150], [0.143, -1.354, 0.216], [0.217, 0.005, -1.349], [0.670, 0.022, 0.196], [0.712, 0.195, -2.874], [-0.314, 0.927, -1.047]],
  "nbo_charge": [-0.4660, -0.4274, -0.1644, 0.2607, -0.2067, 0.2684, -0.2944, -0.5881, -0.3516, 0.4261, 0.1903, -0.0371, -0.2115, 0.2023, 0.2755, 0.2167, 0.2039, 0.2400, 0.2146, 0.2517, 0.2947, 0.2663, 0.2301, 0.2058]
}



(2)
{
  "formula": "C11H11O3PPb",
  "method": "ωB97M-V/def2-TZVPD",
  "homo_energy_ev": -15.408,
  "total_energy_ha": -1185.004311,
  "charge": 2,
  "homo_lumo_gap_ev": 6.355,
  "multiplicity": 1,
  "elements": ["Pb", "P", "O", "O", "O", "C", "C", "C", "C", "C", "C", "C", "C", "C", "C", "C", "H", "H", "H", "H", "H", "H", "H", "H", "H", "H", "H"],
  "coordinates": [[0.978, -1.293, -2.169], [1.044, -0.248, 0.451], [4.093, 0.138, -3.359], [1.692, -4.656, -0.967], [-1.791, -1.569, -4.681], [-1.559, 2.878, 0.201], [-1.793, 0.116, 0.693], [-0.530, 0.701, 0.496], [3.218, -0.450, -2.909], [1.574, -3.628, -1.463], [1.953, 0.653, 1.768], [-2.815, 2.310, 0.453], [0.606, -1.745, 1.406], [-0.419, 2.077, 0.219], [-0.913, -1.557, -3.942], [-2.933, 0.933, 0.667], [-1.894, -0.960, 0.881], [0.258, -1.404, 2.397], [2.231, 1.651, 1.403], [0.569, 2.516, 0.039], [1.491, -2.396, 1.514], [-1.458, 3.946, 0.007], [2.873, 0.102, 2.017], [-3.916, 0.484, 0.832], [-0.185, -2.299, 0.884], [1.326, 0.750, 2.673], [-3.699, 2.949, 0.489]],
  "atomic_forces_ev_per_a": [[0.069, 1.127, 0.973], [-1.174, 0.333, 2.057], [-3.094, -2.118, 1.563], [-0.442, 3.736, -1.910], [3.049, 0.062, 2.529], [0.039, -0.149, 0.145], [0.030, 0.194, -0.157], [0.051, -0.023, -0.871], [4.206, 2.478, -1.784], [0.840, -4.772, 2.340], [1.034, 0.247, -0.380], [0.225, -0.132, -0.038], [0.193, -0.265, -0.244], [-0.161, -0.132, -0.009], [-4.617, -0.289, -3.872], [0.131, -0.082, 0.112], [-0.044, 0.540, -0.035], [0.048, -0.345, -0.432], [-0.018, -0.294, 0.258], [-0.438, -0.044, 0.046], [-0.372, 0.241, 0.085], [-0.096, -0.277, 0.083], [-0.238, 0.238, -0.049], [0.361, 0.204, -0.015], [0.102, -0.057, 0.332], [0.058, -0.172, -0.629], [0.254, -0.248, -0.097]],
  "nbo_charge": [1.0950, 0.8079, -0.3009, -0.3003, -0.3302, -0.1781, -0.1685, -0.4007, 0.4913, 0.4982, -0.8998, -0.1581, -0.9444, -0.2213, 0.4594, -0.2031, 0.2119, 0.2825, 0.2627, 0.2198, 0.2582, 0.2480, 0.2625, 0.2466, 0.2313, 0.2789, 0.2512]
}



(3)
{
  "formula": "C11H12BBr18O4PS",
  "method": "ωB97M-V/def2-TZVPD",
  "homo_energy_ev": -8.972,
  "total_energy_ha": -47823.885874,
  "homo_lumo_gap_ev": 7.821,
  "multiplicity": 1,
  "elements": ["Br", "Br", "Br", "Br", "Br", "Br", "Br", "Br", "Br", "Br", "Br", "Br", "Br", "Br", "Br", "Br", "Br", "Br", "S", "P", "O", "O", "O", "O", "C", "C", "C", "C", "C", "C", "C", "C", "C", "C", "C", "B", "H", "H", "H", "H", "H", "H", "H", "H", "H", "H", "H", "H"],
  "coordinates": [[3.240, -2.950, 2.900], [-3.667, -3.304, -1.046], [6.212, -6.430, 4.552], [-5.421, 0.266, -5.872], [-3.003, 6.876, -1.391], [0.165, 7.251, -1.311], [-1.837, -5.824, -0.353], [-4.989, -0.705, -2.868], [-3.529, 3.102, -2.812], [-0.829, 1.452, -2.370], [-1.278, 6.417, -4.030], [5.332, -6.485, 1.487], [-2.689, 0.824, -4.877], [5.791, -1.262, 3.794], [4.118, -2.894, 5.962], [7.884, -4.798, 2.384], [-7.237, 1.459, -3.536], [-0.530, -2.961, -0.919], [-1.676, 4.353, 0.671], [-0.314, 2.962, 0.765], [-2.696, 0.015, 1.899], [1.460, -0.668, -0.082], [-1.519, -1.895, 2.094], [-3.271, 1.192, 0.011], [-1.066, 1.336, 1.006], [2.139, 0.381, 2.163], [-5.508, 0.755, -4.011], [-2.549, 0.969, 0.922], [-1.565, -0.796, 1.672], [-0.478, 0.161, 1.238], [4.712, -2.821, 4.133], [-1.434, 7.397, -2.374], [-2.075, 2.185, -3.658], [6.805, -6.359, 2.719], [-1.969, -4.168, -1.327], [1.086, -0.085, 1.109], [-4.789, 1.547, -3.858], [2.095, -0.271, 3.026], [3.109, 0.362, 1.688], [7.433, -7.222, 2.555], [-1.892, -4.407, -2.377], [0.605, 2.999, -0.301], [1.873, 1.400, 2.424], [5.341, -3.685, 3.968], [-1.529, 2.913, -4.240], [-1.549, 8.438, -2.632], [0.438, 3.197, 1.933], [1.052, -0.218, -0.828]],
  "atomic_forces_ev_per_a": [[0.055, -0.133, 0.021], [0.015, -0.154, 0.100], [-0.013, 0.056, -0.066], [-1.152, -0.332, -0.325], [0.004, 0.138, -0.119], [-0.058, 0.002, -0.067], [0.019, 0.130, -0.023], [-0.188, 0.056, -0.005], [0.394, 0.351, 0.258], [-0.038, 0.014, -0.077], [0.008, 0.006, 0.040], [0.047, 0.054, 0.089], [1.627, 0.538, 0.144], [-0.056, -0.042, 0.010], [0.021, 0.010, -0.085], [-0.103, -0.012, 0.045], [0.124, -0.034, -0.046], [0.160, -0.097, -0.054], [0.229, -0.287, -0.181], [-1.434, 1.634, 0.393], [-0.828, -1.111, -1.088], [0.666, 0.680, 0.191], [0.208, -0.504, -0.363], [-0.541, 0.235, 0.844], [-0.013, -0.384, -0.357], [-0.719, -0.303, -0.889], [-0.601, -0.279, 0.018], [1.043, 1.016, -0.830], [0.180, 0.984, 2.034], [0.683, 0.116, 0.078], [0.009, 0.010, 0.001], [-0.025, -0.104, 0.101], [0.172, -0.091, -0.131], [-0.005, -0.029, -0.053], [-0.077, 0.076, -0.005], [-0.233, -0.549, -0.209], [-0.388, -0.171, -0.086], [0.139, 0.114, 0.411], [0.426, -0.068, 0.179], [0.023, -0.017, 0.009], [-0.047, -0.021, -0.028], [0.153, -0.546, 0.201], [0.084, 0.199, 0.439], [0.021, -0.012, 0.000], [0.056, 0.044, 0.055], [0.007, 0.019, -0.040], [0.357, -0.617, -0.250], [-0.409, -0.583, -0.286]],
  "nbo_charge": [0.0925, 0.0964, 0.0924, 0.0830, 0.1121, 0.0938, 0.0969, 0.0894, 0.1495, 0.0371, 0.0731, 0.1024, 0.1203, 0.0870, 0.0938, 0.0938, 0.0924, 0.0909, -0.5673, 0.8488, -0.5068, -0.8868, -0.4692, -0.4771, -0.4042, -1.0174, -0.5314, 0.7836, 0.7696, -0.3820, -0.5003, -0.4943, -0.4894, -0.5010, -0.4987, 1.0362, 0.2213, 0.2697, 0.2500, 0.2266, 0.2254, -0.0045, 0.2359, 0.2196, 0.2284, 0.2244, -0.0096, 0.5039]
}